[1]
5 unconnected molecules or ions with the total composition C20H42NO9. Source: OMol25; level of theory: ωB97M-V with the def2-TZVPD basis set.

Each line ends with the Löwdin charge.
Atoms and positions in Å:
C (-1.003, 0.224, 0.252)  -0.206
C (-1.363, -0.515, -1.031)  -0.335
C (-2.431, -1.607, -0.902)  -0.408
O (-1.853, -2.806, -0.336)  -0.079
C (-3.606, -1.167, -0.039)  -0.266
N (-4.507, -0.203, -0.663)  0.011
H (-0.005, 0.674, 0.149)  -0.069
H (-1.726, 1.026, 0.482)  -0.054
H (-1.708, 0.121, -1.871)  0.071
H (-0.475, -1.031, -1.419)  0.085
H (-2.807, -1.879, -1.901)  0.132
H (-2.560, -3.464, -0.356)  0.040
H (-3.200, -0.737, 0.879)  0.087
H (-4.177, -2.059, 0.248)  0.093
H (-3.981, 0.635, -0.879)  0.040
H (-4.911, -0.554, -1.523)  0.052
O (-5.089, -4.746, -0.295)  0.100
C (-4.910, -4.812, 0.889)  -0.538
O (-5.845, -4.275, 1.706)  -0.006
C (-5.758, -4.353, 3.131)  -0.244
C (-4.925, -3.228, 3.708)  -0.059
C (-3.631, -5.364, 1.477)  0.015
H (-5.391, -5.332, 3.443)  0.104
H (-6.793, -4.276, 3.465)  0.118
H (-3.889, -3.281, 3.375)  0.075
H (-4.938, -3.274, 4.798)  0.077
H (-5.326, -2.266, 3.392)  0.086
H (-2.914, -4.542, 1.541)  0.091
H (-3.241, -6.102, 0.781)  0.093
H (-3.735, -5.811, 2.462)  0.069
O (4.217, 1.354, 4.275)  0.068
C (3.816, 0.842, 3.256)  -0.540
O (2.565, 0.370, 3.219)  -0.003
C (1.953, -0.112, 1.994)  -0.238
C (2.269, -1.567, 1.741)  -0.066
C (4.718, 0.673, 2.053)  0.001
H (2.240, 0.523, 1.158)  0.098
H (0.876, 0.001, 2.118)  0.080
H (3.338, -1.743, 1.598)  0.061
H (1.728, -1.887, 0.850)  0.079
H (1.930, -2.171, 2.583)  0.077
H (5.253, -0.272, 2.139)  0.085
H (5.456, 1.470, 2.064)  0.074
H (4.188, 0.683, 1.106)  0.071
O (7.588, -0.138, 0.793)  0.114
C (7.945, 0.705, 0.021)  -0.517
O (7.464, 1.960, 0.183)  -0.010
C (7.924, 3.077, -0.584)  -0.238
C (7.180, 3.216, -1.895)  -0.063
C (8.838, 0.397, -1.160)  0.012
H (9.004, 3.022, -0.732)  0.108
H (7.730, 3.934, 0.059)  0.123
H (7.354, 2.362, -2.549)  0.068
H (7.505, 4.117, -2.416)  0.079
H (6.109, 3.289, -1.709)  0.086
H (8.201, 0.108, -1.996)  0.095
H (9.457, -0.454, -0.890)  0.088
H (9.470, 1.221, -1.478)  0.068
O (-3.967, 0.964, -3.686)  0.103
C (-3.948, 2.143, -3.485)  -0.531
O (-2.768, 2.793, -3.627)  -0.004
C (-2.636, 4.206, -3.476)  -0.248
C (-2.416, 4.598, -2.029)  -0.062
C (-5.159, 2.894, -2.978)  0.012
H (-3.489, 4.728, -3.914)  0.103
H (-1.762, 4.457, -4.076)  0.119
H (-3.277, 4.345, -1.411)  0.069
H (-2.242, 5.673, -1.953)  0.075
H (-1.550, 4.071, -1.629)  0.085
H (-5.153, 2.837, -1.888)  0.092
H (-6.042, 2.374, -3.338)  0.088
H (-5.205, 3.939, -3.271)  0.065

Forces on atoms 1 to 6 (eV/Å):
C 0.03 -0.19 0.11
C 0.07 0.01 -0.10
C 0.03 -0.14 0.12
O -0.11 -0.05 0.07
C -0.10 -0.27 0.10
N -0.22 0.24 0.34

## Properties
Kohn-Sham gap   0.121 hartree
Strongest force on any atom   0.5 eV/Å
Charge   -1
Relative energy (zero: lowest compared OMol25 entry of this formula, charge and spin)   0.0 kJ/mol
Spin multiplicity   1

=====

[2]
3 unconnected molecules or ions with the total composition C20H43BBrN2O9P2 in a non-equilibrium geometry. Source: OMol25; level of theory: ωB97M-V with the def2-TZVPD basis set.

Each line ends with the Löwdin charge.
Atoms and positions in Å:
N (2.166, -0.419, -3.577)  0.212
B (1.750, 0.684, -2.766)  -0.564
O (2.570, 1.726, -2.432)  0.170
C (0.244, 0.620, -2.256)  -0.082
C (-0.146, 0.780, -0.943)  0.019
C (-1.480, 0.658, -0.598)  0.032
C (-2.446, 0.390, -1.576)  -0.176
C (-3.889, 0.266, -1.142)  -0.149
C (-4.948, 0.384, -2.259)  -0.279
C (-5.549, -0.986, -2.567)  -0.594
Br (-6.717, -1.531, -1.111)  0.671
C (-2.013, 0.265, -2.871)  0.015
N (-0.709, 0.372, -3.170)  0.158
H (3.174, -0.543, -3.589)  0.099
H (1.793, -1.282, -3.183)  0.088
H (3.422, 1.391, -2.130)  0.121
H (0.623, 1.003, -0.216)  0.130
H (-1.764, 0.760, 0.443)  0.143
H (-4.062, 1.068, -0.421)  0.130
H (-3.998, -0.672, -0.591)  0.108
H (-4.505, 0.807, -3.164)  0.099
H (-5.716, 1.088, -1.945)  0.108
H (-4.754, -1.729, -2.572)  0.053
H (-6.113, -0.989, -3.494)  0.065
H (-2.692, 0.050, -3.683)  0.147
H (-0.433, 0.260, -4.139)  0.183
O (0.945, -4.326, 0.648)  -0.223
P (0.845, -5.326, -0.430)  0.472
O (2.013, -5.037, -1.509)  -0.193
C (3.374, -4.958, -1.073)  -0.279
C (3.963, -6.325, -0.785)  -0.068
O (-0.440, -4.855, -1.306)  -0.188
C (-1.258, -3.784, -0.869)  -0.272
C (-0.752, -2.462, -1.412)  -0.065
O (0.545, -6.861, -0.750)  -0.157
C (0.841, -7.941, 0.164)  -0.248
C (0.709, -7.563, 1.623)  -0.082
H (3.453, -4.310, -0.197)  0.110
H (3.926, -4.483, -1.884)  0.115
H (3.510, -6.763, 0.109)  0.065
H (5.036, -6.254, -0.609)  0.084
H (3.788, -7.003, -1.620)  0.089
H (-1.326, -3.758, 0.218)  0.112
H (-2.264, -3.979, -1.246)  0.121
H (0.328, -2.363, -1.282)  0.080
H (-1.239, -1.623, -0.920)  0.050
H (-0.949, -2.396, -2.486)  0.085
H (1.839, -8.328, -0.050)  0.106
H (0.140, -8.741, -0.072)  0.123
H (1.367, -6.728, 1.884)  0.067
H (0.979, -8.408, 2.254)  0.088
H (-0.314, -7.267, 1.857)  0.089
O (-0.533, 6.217, 2.264)  -0.215
P (0.761, 5.576, 2.555)  0.468
O (0.623, 4.734, 3.928)  -0.179
C (-0.429, 3.784, 4.072)  -0.273
C (-0.156, 2.504, 3.302)  -0.078
O (1.728, 6.756, 3.050)  -0.190
C (1.318, 8.127, 3.013)  -0.274
C (0.650, 8.542, 4.309)  -0.070
O (2.007, 4.788, 1.892)  -0.158
C (1.880, 3.975, 0.721)  -0.273
C (0.838, 4.462, -0.265)  -0.079
H (-1.381, 4.224, 3.764)  0.114
H (-0.498, 3.564, 5.136)  0.123
H (-0.213, 2.683, 2.222)  0.047
H (-0.891, 1.738, 3.553)  0.078
H (0.840, 2.122, 3.529)  0.088
H (0.669, 8.311, 2.158)  0.104
H (2.222, 8.715, 2.859)  0.118
H (-0.091, 7.810, 4.629)  0.074
H (0.159, 9.509, 4.194)  0.079
H (1.387, 8.622, 5.109)  0.077
H (1.676, 2.942, 1.023)  0.089
H (2.858, 3.968, 0.239)  0.122
H (-0.154, 4.525, 0.194)  0.066
H (0.774, 3.773, -1.109)  0.062
H (1.092, 5.452, -0.644)  0.094

Forces on atoms 1 to 6 (eV/Å):
N 0.11 -0.17 1.66
B 0.50 -0.30 -0.46
O -0.51 -0.32 0.71
C 0.26 0.52 -0.57
C -0.03 0.21 0.10
C 0.32 0.19 -0.19

## Properties
Kohn-Sham gap   0.282 hartree
Strongest force on any atom   5.4 eV/Å
Charge   +1
Spin multiplicity   1

=====

[3]
A molecular structure, C20H43BiN2P3SSe in a non-equilibrium geometry. Source: OMol25; level of theory: ωB97M-V with the def2-TZVPD basis set.

Each line ends with the Löwdin charge.
Atoms and positions in Å:
Bi (1.739, -2.333, -1.528)  1.514
P (2.915, -0.016, -0.209)  0.699
P (0.197, 1.713, 1.995)  0.814
P (-0.177, 2.001, -1.396)  0.751
H (-1.664, -3.700, -3.744)  0.088
C (-0.888, -3.015, -4.094)  0.099
C (-0.131, -2.365, -3.160)  -0.326
H (-0.525, -2.617, -2.101)  0.017
C (4.043, -1.318, 0.510)  -0.320
C (3.754, 1.460, 0.595)  -0.221
C (3.755, 0.128, -1.864)  -0.320
C (-1.429, 1.895, 2.843)  -0.273
C (1.033, 0.802, 3.393)  -0.288
C (0.860, 3.430, 2.296)  -0.268
C (-0.695, 1.915, -3.162)  -0.293
C (1.091, 3.338, -1.534)  -0.276
C (-1.587, 3.025, -0.800)  -0.284
H (-0.824, -2.827, -5.166)  0.106
H (0.541, -1.503, -3.469)  0.042
H (3.548, -2.311, 0.528)  -0.030
H (4.287, -1.037, 1.560)  0.069
H (4.983, -1.376, -0.081)  0.070
H (3.526, 1.495, 1.673)  0.039
H (3.412, 2.394, 0.117)  0.042
H (4.851, 1.361, 0.460)  0.086
H (3.388, -0.605, -2.603)  -0.021
H (4.841, -0.030, -1.737)  0.070
H (3.558, 1.127, -2.290)  0.056
H (-1.357, 2.653, 3.629)  0.065
H (-1.727, 0.935, 3.281)  0.038
H (-2.185, 2.189, 2.109)  0.030
H (1.282, 1.502, 4.208)  0.067
H (1.954, 0.313, 3.016)  0.009
H (0.339, 0.027, 3.761)  0.012
H (0.737, 3.692, 3.359)  0.061
H (0.305, 4.151, 1.676)  0.039
H (1.925, 3.468, 2.022)  0.031
H (-1.051, 2.913, -3.470)  0.057
H (-1.515, 1.193, -3.254)  0.029
H (0.147, 1.617, -3.799)  0.039
H (0.770, 4.035, -2.316)  0.063
H (2.061, 2.909, -1.818)  0.011
H (1.199, 3.885, -0.588)  0.032
H (-1.871, 3.705, -1.615)  0.062
H (-1.330, 3.612, 0.089)  0.031
H (-2.435, 2.368, -0.581)  0.013
C (-3.616, -1.108, -1.252)  -0.593
C (-3.758, -2.322, -1.969)  -0.139
C (-4.273, -2.278, -3.261)  -0.096
C (-4.639, -1.066, -3.845)  -0.062
C (-4.785, 0.047, -3.016)  -0.068
C (-4.281, 0.033, -1.728)  -0.140
Se (-2.663, -0.953, 0.412)  0.799
H (-1.928, 0.367, 0.351)  -0.198
H (-3.455, -3.247, -1.504)  0.100
H (-4.358, -3.204, -3.838)  0.119
H (-4.895, -1.011, -4.918)  0.127
H (-5.285, 0.949, -3.398)  0.128
H (-4.384, 0.907, -1.077)  0.104
S (0.642, -3.409, 0.571)  0.562
C (0.620, -2.857, 2.187)  -0.716
N (1.682, -2.777, 3.017)  0.061
C (1.282, -2.664, 4.433)  -0.093
C (-0.256, -2.671, 4.349)  -0.102
N (-0.497, -2.667, 2.917)  0.064
H (2.632, -2.938, 2.722)  0.141
H (1.663, -1.710, 4.872)  0.130
H (1.672, -3.514, 5.031)  0.148
H (-0.680, -1.778, 4.850)  0.135
H (-0.672, -3.573, 4.837)  0.149
H (-1.414, -2.754, 2.520)  0.108

Forces on atoms 1 to 6 (eV/Å):
Bi -0.11 0.65 1.83
P 2.13 -0.17 -0.17
P 0.34 0.35 1.28
P -0.22 0.64 -0.52
H 0.35 0.06 -0.24
C 0.57 0.42 0.87

## Properties
Kohn-Sham gap   0.120 hartree
Strongest force on any atom   3.3 eV/Å
Charge   +3
Spin multiplicity   1

=====

no.,LUMO (eV)
1,2.1
2,-4.3
3,-12.2